Entry 1:
DFT (wB97M-V/def2-TZVPD) results for the molecule Cl2O2S2 in a non-equilibrium geometry.

- Energy: -1867.18077 Ha
- E_LUMO (alpha / beta): -1.69 / -1.69 eV
- HOMO (alpha / beta): -0.34155 / -0.34177 Ha
- Energy relative to the best compared isomer or geometry (same formula, charge and spin): 7.17 kcal/mol
- SMILES: O=S(Cl)#S(=O)Cl
- Molar mass: 167.0 g/mol
- F_max: 1.8 eV Å⁻¹
- Gap between HOMO and LUMO (alpha / beta): 7.60 / 7.61 eV

ORCA input file:
```
! wB97M-V def2-TZVPD RIJCOSX def2/J DEFGRID3
* xyz 0 1
O 1.9177 1.2367 -0.6538
S 0.9653 0.1788 -0.8139
Cl 1.6504 -1.3565 0.3863
S -1.0247 0.1382 0.7899
O -2.0417 1.1947 0.6945
Cl -1.4670 -1.3918 -0.4030
*
```

***

Entry 2:
DFT (wB97M-V/def2-TZVPD) results for a cluster of 2 separate species, Cl2OS in total in a non-equilibrium geometry.

- Energy: -1393.63744 Ha
- E_LUMO (alpha / beta): 0.06 / -2.62 eV
- HOMO (alpha / beta): -0.35006 / -0.34536 Ha
- Energy relative to the best compared isomer or geometry (same formula, charge and spin): 45.71 kcal/mol
- Molar mass: 119.0 g/mol
- F_max: 1.1 eV Å⁻¹
- Gap between HOMO and LUMO (alpha / beta): 9.59 / 6.78 eV

ORCA input file:
```
! wB97M-V def2-TZVPD RIJCOSX def2/J DEFGRID3
* xyz 0 3
O 1.2446 0.8644 -0.8245
S -1.6542 0.4439 -0.2648
Cl 1.6045 -0.2746 0.2087
Cl -1.1949 -1.0337 0.8805
*
```

***

Entry 3:
DFT (wB97M-V/def2-TZVPD) results for a cluster of 2 separate species, Cl2S in total in a non-equilibrium geometry.

- Energy: -1318.46424 Ha
- E_LUMO (alpha / beta): 0.02 / -3.49 eV
- HOMO (alpha / beta): -0.36959 / -0.35209 Ha
- Molar mass: 103.0 g/mol
- F_max: 1.7 eV Å⁻¹
- Gap between HOMO and LUMO (alpha / beta): 10.08 / 6.09 eV

ORCA input file:
```
! wB97M-V def2-TZVPD RIJCOSX def2/J DEFGRID3
* xyz 0 3
S -0.7095 -0.9400 -0.0011
Cl 2.4138 0.2576 0.0020
Cl -1.7043 0.6824 -0.0010
*
```

***

Entry 4:
DFT (wB97M-V/def2-TZVPD) results for a cluster of 2 separate species, Cl3H3Si3 in total in a non-equilibrium geometry.

- Energy: -2250.78753 Ha
- E_LUMO (alpha / beta): -2.11 / -2.36 eV
- HOMO (alpha / beta): -0.29451 / -0.28608 Ha
- Energy relative to the best compared isomer or geometry (same formula, charge and spin): 80.96 kcal/mol
- Molar mass: 193.6 g/mol
- F_max: 2.6 eV Å⁻¹
- Gap between HOMO and LUMO (alpha / beta): 5.90 / 5.42 eV

ORCA input file:
```
! wB97M-V def2-TZVPD RIJCOSX def2/J DEFGRID3
* xyz 0 1
Si -0.3737 1.8324 -0.9863
Si 1.0109 0.1195 -0.3834
Si -0.8585 -1.6339 -0.0807
Cl -0.6363 1.0288 -2.9665
Cl -0.7040 -2.9205 -1.6363
Cl -0.5372 -2.4859 1.7071
H -0.4714 3.3612 -1.5087
H 2.8281 -0.9402 -0.2439
H -2.2438 -1.4366 0.0179
*
```

***

Entry 5:
DFT (wB97M-V/def2-TZVPD) results for a structure of composition Cl3H5Si3 in a non-equilibrium geometry.

- Energy: -2251.93688 Ha
- E_LUMO (alpha / beta): 0.08 / -4.59 eV
- HOMO (alpha / beta): -0.20503 / -0.37720 Ha
- Energy relative to the best compared isomer or geometry (same formula, charge and spin): 37.46 kcal/mol
- Molar mass: 195.7 g/mol
- F_max: 3.9 eV Å⁻¹
- Gap between HOMO and LUMO (alpha / beta): 5.66 / 5.67 eV

ORCA input file:
```
! wB97M-V def2-TZVPD RIJCOSX def2/J DEFGRID3
* xyz 0 3
Si 1.9514 0.2837 0.9973
Si 0.1858 0.0324 -0.5443
Si -2.0737 -0.3232 -0.4017
Cl -2.5143 0.0038 1.5738
Cl -2.9461 -2.1274 -0.8383
Cl -3.1053 1.0646 -1.4787
H 2.5748 -0.5870 1.8275
H 1.9996 1.4856 1.6495
H 2.8608 0.3079 -0.2035
H 0.1909 1.3118 -1.2570
H 0.8760 -1.4523 -1.3245
*
```

***

Entry 6:
DFT (wB97M-V/def2-TZVPD) results for the molecule Cl3HNP in a non-equilibrium geometry.

- Energy: -1777.34251 Ha
- E_LUMO: 0.16 eV
- HOMO: -0.37328 Ha
- Energy relative to the best compared isomer or geometry (same formula, charge and spin): 0.00 kcal/mol
- SMILES: N=P(Cl)(Cl)Cl
- Molar mass: 152.3 g/mol
- F_max: 1.8 eV Å⁻¹
- Gap between HOMO and LUMO: 10.32 eV

ORCA input file:
```
! wB97M-V def2-TZVPD RIJCOSX def2/J DEFGRID3
* xyz 0 1
N 1.2156 0.5580 0.1693
P -0.1497 -0.0646 0.0497
Cl -1.3516 1.5479 0.1223
Cl -0.8141 -1.1599 1.6191
Cl -0.7899 -1.2139 -1.4308
H 1.8896 0.3325 -0.5296
*
```

***

Entry 7:
DFT (wB97M-V/def2-TZVPD) results for a structure of composition Cl3NO15Tl in a non-equilibrium geometry.

- Energy: -2735.11838 Ha
- E_LUMO: -5.29 eV
- HOMO: -0.23924 Ha
- Energy relative to the best compared isomer or geometry (same formula, charge and spin): 96.01 kcal/mol
- Molar mass: 564.7 g/mol
- F_max: 6.5 eV Å⁻¹
- Gap between HOMO and LUMO: 1.22 eV

ORCA input file:
```
! wB97M-V def2-TZVPD RIJCOSX def2/J DEFGRID3
* xyz -1 1
Tl -0.9933 -7.0936 1.6037
N -6.7391 -2.7612 2.0158
O -7.8563 -2.7164 2.4862
O -5.8839 -3.6063 2.3683
O -6.5072 -1.9409 1.1955
Cl 5.1822 4.1098 4.5442
O 3.8156 4.3418 4.9336
O 5.5435 4.6693 3.2404
O 6.0137 4.9669 5.2181
O 5.4740 2.6691 4.3936
Cl 0.5971 -0.6681 1.1800
O -0.2775 -1.5405 1.9539
O 0.5670 0.6243 1.5597
O 1.9626 -1.1784 1.1263
O 0.0045 -0.8588 -0.1310
Cl -0.2139 0.1712 -7.5754
O 0.3438 1.5633 -7.6130
O -0.7376 -0.1308 -8.9584
O 0.9110 -0.5848 -7.0503
O -1.2061 -0.0358 -6.4913
*
```

***

Entry 8:
DFT (wB97M-V/def2-TZVPD) results for a structure of composition Cl3O12Ti in a non-equilibrium geometry.

- Energy: -3131.96977 Ha
- E_LUMO (alpha / beta): 2.09 / -3.85 eV
- HOMO (alpha / beta): -0.17659 / -0.25783 Ha
- Molar mass: 346.2 g/mol
- F_max: 4.3 eV Å⁻¹
- Gap between HOMO and LUMO (alpha / beta): 6.90 / 3.17 eV

ORCA input file:
```
! wB97M-V def2-TZVPD RIJCOSX def2/J DEFGRID3
* xyz -1 5
Ti -0.6197 1.0387 0.7968
Cl 0.0822 3.5014 -2.0832
O 0.8476 2.3518 -2.5100
O 0.0315 3.5478 -0.6605
O 0.8041 4.6790 -2.5053
O -1.3516 3.5616 -2.5558
Cl 1.8927 -1.3141 -0.4064
O 1.1222 -0.8478 0.6641
O 0.9252 -1.8728 -1.3623
O 2.7959 -0.3259 -1.1948
O 2.5704 -2.3920 0.2428
Cl -1.8085 -2.3567 2.3065
O -2.0194 -1.1561 1.4901
O -3.0201 -3.0439 2.7207
O -1.1378 -3.3515 1.4744
O -1.1146 -2.0194 3.5828
*
```

***

Entry 9:
DFT (wB97M-V/def2-TZVPD) results for a cluster of 2 separate species, Cl3OPS in total in a non-equilibrium geometry.

- Energy: -2195.26764 Ha
- E_LUMO (alpha / beta): -4.78 / -4.78 eV
- HOMO (alpha / beta): -0.34118 / -0.34133 Ha
- Energy relative to the best compared isomer or geometry (same formula, charge and spin): 103.96 kcal/mol
- Molar mass: 185.4 g/mol
- F_max: 2.4 eV Å⁻¹
- Gap between HOMO and LUMO (alpha / beta): 4.50 / 4.51 eV

ORCA input file:
```
! wB97M-V def2-TZVPD RIJCOSX def2/J DEFGRID3
* xyz 0 1
O -0.3227 1.6128 0.5498
P -0.2883 0.1584 0.4288
S 0.7489 -0.4591 -1.6519
Cl -1.8153 -3.2575 0.2114
Cl 0.4169 -0.7580 1.9907
Cl 1.6399 1.1943 -2.2424
*
```

***

Entry 10:
DFT (wB97M-V/def2-TZVPD) results for a cluster of 2 separate species, Cl4H3NSi2 in total in a non-equilibrium geometry.

- Energy: -2476.33321 Ha
- E_LUMO: -1.10 eV
- HOMO: -0.33624 Ha
- Energy relative to the best compared isomer or geometry (same formula, charge and spin): 79.60 kcal/mol
- Molar mass: 215.0 g/mol
- F_max: 4.0 eV Å⁻¹
- Gap between HOMO and LUMO: 8.05 eV

ORCA input file:
```
! wB97M-V def2-TZVPD RIJCOSX def2/J DEFGRID3
* xyz 0 1
N 0.0089 -0.6205 -0.0647
Si -0.9384 0.1112 -1.4840
Si 1.0214 0.2248 0.9913
Cl -0.2308 -2.2749 0.2097
Cl -0.9326 1.7805 2.7961
Cl 1.5797 -1.0198 2.3895
Cl 2.2101 1.5650 0.3253
H -1.3475 1.3594 -0.8628
H -1.5712 -1.3066 -1.8187
H 0.2004 0.1809 -2.4816
*
```

***

Entry 11:
DFT (wB97M-V/def2-TZVPD) results for the molecule Cl4H6Si4 in a non-equilibrium geometry.

- Energy: -3002.45174 Ha
- E_LUMO: -0.16 eV
- HOMO: -0.34541 Ha
- Energy relative to the best compared isomer or geometry (same formula, charge and spin): 2.04 kcal/mol
- SMILES: Cl[SiH2][Si@@H](Cl)[Si@@H](Cl)[SiH2]Cl
- Molar mass: 260.2 g/mol
- F_max: 3.0 eV Å⁻¹
- Gap between HOMO and LUMO: 9.24 eV

ORCA input file:
```
! wB97M-V def2-TZVPD RIJCOSX def2/J DEFGRID3
* xyz 0 1
Cl -0.1014 2.7785 1.2264
Si 1.6339 2.0306 0.5088
Si 1.1276 0.1101 -0.7695
Cl 3.0312 -0.4908 -1.1514
Si -0.2760 -1.5274 0.1328
Cl 0.2305 -2.1912 1.9849
Si -2.4459 -0.9483 0.2355
Cl -2.6971 0.2926 -1.3179
H 2.3184 3.0051 -0.6466
H 2.7408 1.9858 1.5490
H 0.4314 0.0293 -2.1848
H -0.0972 -2.7024 -0.5523
H -3.0041 -2.1367 -0.4564
H -2.8921 -0.2353 1.4415
*
```

***

Entry 12:
DFT (wB97M-V/def2-TZVPD) results for the molecule Cl4NOP in a non-equilibrium geometry.

- Energy: -2311.96731 Ha
- E_LUMO (alpha / beta): -3.07 / -3.05 eV
- HOMO (alpha / beta): -0.33016 / -0.33064 Ha
- Energy relative to the best compared isomer or geometry (same formula, charge and spin): 90.96 kcal/mol
- Molar mass: 202.8 g/mol
- F_max: 4.0 eV Å⁻¹
- Gap between HOMO and LUMO (alpha / beta): 5.91 / 5.94 eV

ORCA input file:
```
! wB97M-V def2-TZVPD RIJCOSX def2/J DEFGRID3
* xyz 0 1
N -0.2083 0.6392 -0.4377
O 2.3640 0.3851 0.3250
P 1.1397 -0.1981 0.7408
Cl -1.4695 0.0593 -1.1290
Cl -0.3998 2.3176 0.0889
Cl -2.4561 -1.1249 0.3783
Cl 1.0301 -2.0782 0.0336
*
```